1.
DFT (ωB97M-V/def2-TZVPD) results for an isolated molecule of C4H10O2.

Computed properties:
SMILES string = CO[C@@H](C)CO
frontier orbital gap = 11.143 eV
LUMO = 1.02 eV
HOMO energy = -10.1 eV
M = 90.122 g/mol
2S+1 = 1

Each line ends with the Löwdin charge.
Cartesian coordinates (Å):
C  0.467  -1.168  -1.593  -0.10
O  0.322  -0.937  -0.215  -0.19
C  -0.021  0.405  0.120  -0.40
C  -1.515  0.627  -0.065  -0.04
C  0.465  0.570  1.561  -0.23
O  1.810  0.174  1.673  -0.06
H  -0.431  -0.888  -2.162  0.08
H  1.324  -0.616  -2.007  0.10
H  0.630  -2.240  -1.707  0.09
H  0.561  1.092  -0.516  0.15
H  -1.854  0.239  -1.034  0.07
H  -1.776  1.689  -0.031  0.09
H  -2.073  0.098  0.712  0.09
H  0.407  1.620  1.865  0.13
H  -0.181  -0.016  2.236  0.13
H  1.864  -0.650  1.163  0.08

---

2.
DFT (ωB97M-V/def2-TZVPD) results for a structure of composition C4H8O.

Computed properties:
frontier orbital gap = 10.055 eV
LUMO = 1.09 eV
HOMO energy = -9.0 eV
M = 72.107 g/mol
2S+1 = 1

Each line ends with the Löwdin charge.
Cartesian coordinates (Å):
C  -1.232  0.180  2.136  -0.05
C  0.893  -0.765  -0.469  -0.17
C  0.024  -0.490  -1.444  -0.05
C  1.025  0.538  -1.909  -0.16
O  1.881  0.140  -0.792  -0.07
H  -0.406  -0.482  2.408  0.01
H  -1.009  1.200  2.458  0.02
H  -2.157  -0.160  2.608  0.02
H  0.993  -1.413  0.398  0.12
H  -0.946  -0.833  -1.768  0.09
H  -1.351  0.148  1.054  0.00
H  0.756  1.595  -1.820  0.12
H  1.528  0.342  -2.859  0.12

---

3.
DFT (ωB97M-V/def2-TZVPD) results for a cluster of 2 separate species, C7H17NO in total.

Computed properties:
SMILES string = CC(N)=O.CCCCC
frontier orbital gap = 10.399 eV
LUMO = 0.42 eV
HOMO energy = -10.0 eV
M = 131.219 g/mol
2S+1 = 1

Each line ends with the Löwdin charge.
Cartesian coordinates (Å):
C  2.773  -1.293  -0.618  -0.05
C  2.867  -0.070  0.243  -0.61
N  3.281  1.017  -0.529  0.05
O  2.555  -0.156  1.447  0.02
H  3.604  -1.272  -1.474  0.12
H  1.762  -1.373  -1.069  0.09
H  3.073  -2.150  -0.038  0.07
H  2.615  1.957  -0.377  0.17
H  3.029  0.907  -1.631  0.14
C  -2.428  -2.447  -0.298  -0.16
C  -2.373  -1.135  0.491  -0.26
C  -2.163  0.204  -0.349  -0.27
C  -2.050  1.340  0.523  -0.34
C  -1.851  2.519  -0.324  -0.13
H  -3.406  -2.533  -0.801  0.05
H  -1.815  -2.466  -1.307  0.10
H  -2.458  -3.382  0.356  0.08
H  -1.366  -0.954  0.992  0.11
H  -3.322  -1.171  1.124  0.13
H  -1.136  0.128  -0.841  0.13
H  -2.994  0.280  -1.140  0.14
H  -1.213  1.313  1.196  0.13
H  -2.907  1.486  0.990  0.07
H  -2.634  2.661  -1.190  0.12
H  -1.863  3.574  0.143  0.11
H  -1.024  2.423  -0.819  -0.01

---

4.
DFT (ωB97M-V/def2-TZVPD) results for a structure of composition C8H10NO.

Computed properties:
frontier orbital gap = 8.171 eV
LUMO = -4.87 eV
HOMO energy = -13.0 eV
total charge = +1
M = 136.174 g/mol
2S+1 = 1

Each line ends with the Löwdin charge.
Cartesian coordinates (Å):
C  -1.515  1.001  -2.921  -0.05
C  -0.852  2.018  -2.293  -0.07
C  -1.273  -0.251  -2.379  -0.06
C  -0.215  1.853  -1.058  0.00
C  -0.545  -0.537  -1.244  -0.07
C  -0.062  0.516  -0.659  -0.07
C  0.903  -0.002  1.496  -0.13
C  0.447  -1.393  2.007  -0.02
N  1.035  -1.789  3.442  0.14
O  1.741  -0.985  1.311  -0.01
H  -2.044  1.149  -3.903  0.14
H  -0.926  2.988  -2.744  0.11
H  -1.904  -1.137  -2.795  0.16
H  0.317  2.699  -0.629  0.12
H  -0.281  -1.545  -0.961  0.14
H  0.376  0.167  0.353  0.03
H  1.193  1.042  1.691  0.17
H  2.018  -1.505  3.597  0.15
H  1.095  -2.819  3.391  0.15
H  0.492  -1.468  4.300  0.18

---

5.
DFT (ωB97M-V/def2-TZVPD) results for an isolated molecule of C5H9N.

Computed properties:
frontier orbital gap = 7.817 eV
LUMO = 1.13 eV
HOMO energy = -6.7 eV
M = 83.134 g/mol
2S+1 = 1

Each line ends with the Löwdin charge.
Cartesian coordinates (Å):
C  -1.454  0.800  -0.299  -0.09
C  -1.608  -0.595  0.228  -0.11
C  -0.409  0.215  0.603  -0.27
N  0.919  -0.065  0.062  -0.27
C  1.111  -1.179  -0.651  -0.02
C  1.850  0.852  0.302  -0.02
H  -1.187  0.894  -1.347  0.11
H  -2.084  1.591  0.093  0.10
H  -2.331  -0.781  1.016  0.10
H  -1.494  -1.402  -0.483  0.09
H  -0.347  0.586  1.618  0.15
H  0.539  -2.060  -0.416  0.05
H  2.048  -1.253  -1.186  0.06
H  1.552  1.855  0.563  0.06
H  2.881  0.600  0.101  0.06

---

6.
DFT (ωB97M-V/def2-TZVPD) results for a structure of composition C27H33AlBr2Cl2N4O2Si.

Computed properties:
frontier orbital gap = 7.812 eV
LUMO = 0.15 eV
HOMO energy = -7.7 eV
M = 731.369 g/mol
2S+1 = 1

Each line ends with the Löwdin charge.
Cartesian coordinates (Å):
Al  -0.672  0.550  0.334  0.17
Br  1.197  2.776  -3.086  0.79
C  1.884  3.244  -1.386  -0.59
C  2.959  4.153  -1.315  -0.17
C  3.471  4.512  -0.110  -0.63
Br  4.909  5.747  -0.062  0.77
C  2.935  3.985  1.096  -0.18
C  3.405  4.296  2.392  -0.04
C  2.804  3.737  3.482  -0.05
C  1.721  2.856  3.287  -0.13
N  1.267  2.532  2.104  0.12
C  1.852  3.078  1.010  -0.13
C  1.309  2.687  -0.266  -0.35
O  0.308  1.858  -0.360  -0.11
H  3.368  4.563  -2.229  0.09
H  4.238  4.977  2.504  0.08
H  3.150  3.959  4.483  0.11
H  1.214  2.408  4.138  0.11
C  -0.280  -0.367  2.086  -0.15
C  -0.228  -1.836  1.893  -0.29
C  -1.380  -2.630  1.977  -0.03
C  -1.361  -3.975  1.650  -0.04
C  -0.179  -4.575  1.219  -0.26
C  0.990  -3.815  1.172  -0.03
C  0.961  -2.477  1.518  -0.04
C  -0.162  -5.954  0.792  -0.20
N  -0.147  -7.042  0.418  0.14
H  0.675  0.026  2.439  0.06
H  -1.054  -0.084  2.803  0.04
H  -2.311  -2.168  2.287  0.12
H  -2.264  -4.570  1.717  0.12
H  1.916  -4.282  0.860  0.12
H  1.879  -1.899  1.484  0.12
C  -4.443  0.811  0.217  -0.24
Si  -2.819  1.128  -0.706  0.46
C  -3.010  0.262  -2.379  -0.23
C  -2.834  2.965  -1.135  -0.24
H  -5.281  0.793  -0.488  0.03
H  -4.634  1.608  0.943  0.00
H  -4.443  -0.141  0.761  0.01
H  -3.708  0.815  -3.014  0.03
H  -3.398  -0.755  -2.262  0.01
H  -2.051  0.197  -2.907  0.02
H  -3.790  3.241  -1.592  0.03
H  -2.033  3.201  -1.844  0.02
H  -2.684  3.593  -0.253  0.00
C  2.634  -0.434  -1.071  0.00
N  1.870  -1.484  -1.731  -0.04
C  2.583  -2.219  -2.776  -0.14
C  1.617  -2.965  -3.669  -0.14
C  0.610  -3.678  -2.790  -0.13
N  -0.102  -2.690  -1.991  -0.05
C  -1.505  -2.939  -1.697  0.00
C  0.549  -1.632  -1.483  -0.39
O  -0.049  -0.821  -0.739  0.01
H  2.771  0.426  -1.728  0.08
H  3.610  -0.837  -0.801  0.10
H  2.129  -0.105  -0.171  0.08
H  3.286  -2.915  -2.308  0.13
H  3.167  -1.500  -3.351  0.13
H  2.157  -3.672  -4.297  0.12
H  1.088  -2.263  -4.317  0.13
H  1.108  -4.402  -2.137  0.13
H  -0.125  -4.218  -3.385  0.13
H  -2.109  -2.810  -2.596  0.09
H  -1.851  -2.253  -0.933  0.08
H  -1.617  -3.960  -1.332  0.09
Cl  -2.490  1.752  5.242  0.51
C  -3.141  2.758  3.935  -0.98
Cl  -2.124  2.716  2.496  0.60
H  -3.187  3.780  4.283  0.02
H  -4.119  2.380  3.671  0.02